Entry 1:
{
  "formula": "C2H8N3",
  "method": "ωB97M-V/def2-TZVPD",
  "symbols": ["C", "C", "N", "N", "N", "H", "H", "H", "H", "H", "H", "H", "H"],
  "coordinates": [[3.160, 0.441, -0.616], [-1.708, -1.201, 0.583], [-2.134, 0.790, -0.342], [-0.095, 0.323, 0.536], [-1.326, 0.060, 0.278], [3.808, -0.165, -1.158], [3.340, 1.492, -0.675], [2.149, 0.037, -0.483], [-0.868, -1.779, 1.038], [-2.134, -1.828, -0.302], [-2.548, -1.279, 1.190], [-1.902, 1.765, -0.624], [0.257, 1.344, 0.576]],
  "mulliken_spin": [0.863, 0.010, 0.533, 0.662, -0.130, 0.044, 0.032, 0.060, 0.000, -0.020, -0.015, -0.013, -0.024],
  "e_homo_ha": [-0.4488, -0.6181],
  "total_charge": 1,
  "relative_energy_kcal_mol": 74.34,
  "s2": 2.05,
  "gap_ev": [5.77, 8.11],
  "fmax_ev_per_a": 6.98,
  "spin_multiplicity": 3
}

Entry 2:
{
  "formula": "H24O12",
  "method": "ωB97M-V/def2-TZVPD",
  "symbols": ["O", "H", "H", "O", "H", "H", "O", "H", "H", "O", "H", "H", "O", "H", "H", "O", "H", "H", "O", "H", "H", "O", "H", "H", "O", "H", "H", "O", "H", "H", "O", "H", "H", "O", "H", "H"],
  "coordinates": [[0.720, 0.131, -1.324], [-0.187, 0.412, -1.159], [0.767, -0.751, -0.938], [1.280, -3.235, -2.191], [1.107, -2.288, -2.225], [1.707, -3.365, -1.336], [1.687, -2.189, 2.679], [2.440, -1.594, 2.760], [0.955, -1.610, 2.440], [-1.793, 1.570, -0.496], [-1.279, 1.681, 0.311], [-1.399, 2.198, -1.113], [-5.165, 0.001, -1.432], [-5.777, 0.680, -1.126], [-4.310, 0.287, -1.092], [4.085, 2.983, 1.069], [3.174, 2.731, 1.259], [4.457, 3.188, 1.934], [-2.120, 0.512, 2.050], [-2.557, 0.428, 1.195], [-1.311, 0.997, 1.853], [0.698, 1.349, 3.106], [0.256, 2.179, 2.896], [1.265, 1.569, 3.855], [0.481, 3.693, 1.558], [-0.225, 3.674, 0.902], [1.055, 2.961, 1.305], [-3.120, -2.099, -2.829], [-2.856, -2.994, -2.589], [-2.901, -1.573, -2.052], [-0.464, -1.429, -2.738], [-0.516, -2.180, -3.339], [-1.294, -0.958, -2.877], [3.893, -2.660, -0.013], [2.973, -2.526, -0.270], [4.274, -1.775, -0.033]],
  "nbo_charge": [-0.938, 0.466, 0.464, -0.940, 0.480, 0.455, -0.938, 0.468, 0.471, -0.948, 0.460, 0.488, -0.930, 0.471, 0.459, -0.924, 0.454, 0.470, -0.904, 0.470, 0.440, -0.972, 0.481, 0.482, -0.931, 0.469, 0.472, -0.931, 0.477, 0.459, -0.972, 0.487, 0.484, -0.922, 0.450, 0.470],
  "smiles": "O.O.O.O.O.O.O.O.O.O.O.O",
  "e_homo_ha": -0.4095,
  "relative_energy_kcal_mol": 82.39,
  "gap_ev": 10.42,
  "fmax_ev_per_a": 1.48
}

Entry 3:
{
  "formula": "C5H9N",
  "method": "ωB97M-V/def2-TZVPD",
  "symbols": ["C", "C", "C", "C", "C", "N", "H", "H", "H", "H", "H", "H", "H", "H", "H"],
  "coordinates": [[1.244, -0.896, -2.479], [0.847, -0.950, -1.214], [-0.317, -0.162, -0.545], [-0.406, 0.313, 0.704], [-1.470, 1.054, 1.297], [0.807, 0.174, 1.501], [2.029, -1.335, -3.022], [0.808, -0.011, -2.940], [1.494, -1.581, -0.465], [-0.880, 0.178, -1.334], [-1.688, 2.030, 0.924], [-2.415, 0.491, 1.032], [-1.662, 1.224, 2.348], [0.520, 0.372, 2.502], [1.090, -0.902, 1.690]],
  "nbo_charge": [-0.423, -0.163, -0.296, 0.181, -0.688, -0.811, 0.210, 0.181, 0.179, 0.199, 0.239, 0.239, 0.234, 0.351, 0.369],
  "smiles": "C=C/C=C(/C)N",
  "e_homo_ha": -0.2965,
  "relative_energy_kcal_mol": 63.31,
  "gap_ev": 9.00,
  "fmax_ev_per_a": 4.59
}

Entry 4:
{
  "formula": "C12H21N5O2",
  "method": "ωB97M-V/def2-TZVPD",
  "symbols": ["C", "C", "C", "N", "C", "N", "C", "N", "C", "C", "C", "C", "O", "N", "C", "O", "C", "C", "N", "H", "H", "H", "H", "H", "H", "H", "H", "H", "H", "H", "H", "H", "H", "H", "H", "H", "H", "H", "H", "H"],
  "coordinates": [[1.791, 3.295, 2.028], [2.281, 3.216, 0.806], [2.818, 1.958, 0.184], [2.108, 1.623, -1.029], [1.026, 0.825, -1.056], [0.766, 0.059, 0.004], [-0.297, -0.727, -0.125], [-0.681, -1.520, 0.894], [0.074, -1.815, 2.104], [-0.761, -2.784, 2.937], [1.431, -2.428, 1.749], [0.281, -0.503, 2.896], [-0.928, 0.162, 3.159], [-1.084, -0.780, -1.208], [-0.721, 0.017, -2.203], [-1.420, 0.021, -3.332], [-2.559, -0.826, -3.397], [-3.757, -0.232, -2.667], [0.317, 0.838, -2.188], [1.406, 4.217, 2.429], [1.759, 2.441, 2.684], [2.296, 4.086, 0.161], [3.877, 2.088, -0.065], [2.708, 1.116, 0.869], [2.180, 2.251, -1.815], [-1.453, -2.128, 0.668], [-0.207, -3.084, 3.823], [-1.682, -2.300, 3.256], [-1.004, -3.676, 2.364], [1.975, -1.752, 1.095], [2.016, -2.599, 2.648], [1.290, -3.376, 1.235], [0.719, -0.731, 3.869], [0.962, 0.141, 2.330], [-1.331, 0.376, 2.310], [-2.767, -0.923, -4.466], [-2.310, -1.805, -2.976], [-3.538, -0.155, -1.606], [-4.625, -0.870, -2.807], [-3.977, 0.760, -3.056]],
  "nbo_charge": [-0.375, -0.190, -0.262, -0.567, 0.614, -0.641, 0.621, -0.601, 0.096, -0.614, -0.626, -0.069, -0.719, -0.645, 0.729, -0.466, -0.071, -0.637, -0.588, 0.201, 0.194, 0.192, 0.205, 0.230, 0.405, 0.410, 0.219, 0.229, 0.205, 0.233, 0.210, 0.212, 0.177, 0.188, 0.470, 0.189, 0.195, 0.223, 0.213, 0.211],
  "smiles": "C=CCNc1nc(NC(C)(C)CO)nc(OCC)n1",
  "e_homo_ha": -0.3282,
  "relative_energy_kcal_mol": 0.00,
  "gap_ev": 9.72,
  "fmax_ev_per_a": 0.70
}